(1)
A single C15H24ClNO2 molecule. Source: the Open Molecules 2025 dataset; level of theory: wB97M-V/def2-TZVPD.

Summary:
HOMO-LUMO gap = 8.9657 eV
charge = 0
energy = -34051.914 eV
relative energy (zero: lowest compared OMol25 entry of this formula, charge and spin) = 0.223 eV
structure (SMILES) = Cc1cc(OCCCCCNCCO)cc(C)c1Cl
molecular weight = 285.81 g mol⁻¹

Atoms and positions in Å:
Cl 6.414675 1.698236 0.801724
O -6.902956 -2.619328 -0.440374
O 0.572483 2.108183 0.677425
N -3.632166 -1.268298 -1.512530
C 3.944766 0.700529 1.231959
C -1.504355 -2.221135 -0.693619
C 4.070892 2.942218 0.294680
C -0.426939 -0.004964 -0.059609
C 4.681120 1.785378 0.774740
C -2.326865 -1.774786 -1.905755
C 4.629923 -0.528082 1.744050
C -5.954504 -1.676703 -0.874294
C 1.918166 1.917481 0.729869
C -1.373409 -1.124441 0.362939
C -4.580696 -2.298242 -1.134041
C 4.890188 4.096880 -0.189062
C 2.689487 2.989328 0.279924
C -0.301931 1.057305 1.034440
C 2.558196 0.778323 1.202940
H -1.801081 -0.966331 -2.417010
H 5.264800 -0.956890 0.969607
H -6.589418 -3.021875 0.377205
H -1.269287 1.544836 1.184843
H -0.514993 -2.525597 -1.040749
H 0.003376 0.603959 1.986000
H 2.177437 3.867157 -0.080950
H -2.407366 -2.622874 -2.609021
H -6.360411 -1.259659 -1.799516
H 3.905594 -1.274382 2.058767
H -0.796643 0.480428 -0.962822
H 5.535190 4.462286 0.609112
H -1.004913 -1.568043 1.291358
H 4.250482 4.907625 -0.525392
H 5.268872 -0.278098 2.590094
H 0.560151 -0.416576 -0.282219
H 5.531300 3.785922 -1.013068
H -4.224059 -2.769442 -0.211782
H -5.845529 -0.861197 -0.145585
H -4.024782 -0.727238 -2.276762
H -4.680430 -3.088865 -1.899460
H -2.363777 -0.709099 0.552035
H -1.977018 -3.094952 -0.242554
H 1.996430 -0.068978 1.562460

Cartesian forces (eV/Å) of the 3 atoms listed first:
0.240 -0.013 0.004
-0.212 -0.381 0.150
0.214 0.219 -0.067

(2)
A molecular structure, C15H24Co. Source: the Open Molecules 2025 dataset; level of theory: wB97M-V/def2-TZVPD.

Summary:
expectation value of S² = 6.013
HOMO-LUMO gap (spin up / spin down) = 6.9116 / 8.1694 eV
charge = +1
energy = -53561.542 eV
relative energy (zero: lowest compared OMol25 entry of this formula, charge and spin) = 0.114 eV
molecular weight = 263.29 g mol⁻¹
multiplicity = 5

Atoms and positions in Å:
Co -0.085082 -0.593671 -0.055516
C 1.539093 0.955579 -0.138171
C 1.858676 0.122632 -2.959300
C -4.377936 -0.666501 0.704829
C -1.921664 -1.218571 0.208807
C 1.084025 0.094423 2.155342
C -3.205776 0.051374 -1.363195
C 4.265935 0.378305 -1.846761
C -3.048034 -0.185815 0.188499
C 1.078755 1.158973 1.197034
C 0.698903 0.249282 3.582640
C 1.582599 -1.163097 1.735173
C -2.624901 1.110253 0.766564
C 2.145903 -0.268488 -0.513731
C 2.130216 -1.324836 0.410318
C 2.875514 -0.336043 -1.870235
H 0.850046 1.316023 3.830731
H -2.440218 0.674610 -1.819205
H -3.341631 1.891448 0.634773
H 4.607633 0.487140 -2.856373
H -0.306200 -0.121670 3.802067
H 1.724679 1.166490 -2.856241
H 1.501115 -1.968570 2.440848
H 3.044290 -1.388088 -2.032517
H -4.122385 0.617420 -1.467419
H 2.213346 -0.214573 -3.936354
H -1.786216 1.514847 0.195723
H 0.980988 -0.505397 -2.814669
H -2.280138 -2.258443 -0.029630
H -2.390707 1.062776 1.845089
H 1.488427 1.731625 -0.873960
H 4.152517 1.370874 -1.348984
H -4.748527 -1.431870 0.012082
H 1.399019 -0.312620 4.173579
H 0.605371 2.087807 1.431663
H -4.336464 -0.906269 1.788724
H -3.326720 -0.872113 -1.940695
H -5.028063 0.162968 0.708613
H 2.635029 -2.259758 0.122294
H 4.908599 -0.208457 -1.212440

Cartesian forces (eV/Å) of the 3 atoms listed first:
-0.708 -0.308 0.071
0.093 -0.482 1.481
1.476 -2.019 0.441

(3)
A molecular structure, C15H24IN2O7P2Pd. Source: the Open Molecules 2025 dataset; level of theory: wB97M-V/def2-TZVPD.

Summary:
expectation value of S² = 6.026
HOMO-LUMO gap (spin up / spin down) = 4.7279 / 3.8754 eV
charge = +3
energy = -63372.367 eV
relative energy (zero: lowest compared OMol25 entry of this formula, charge and spin) = 1.371 eV
molecular weight = 639.64 g mol⁻¹
multiplicity = 5

Atoms and positions in Å:
I 1.717074 1.111253 -0.744555
Pd -0.540105 -0.893188 -1.743111
P 0.653643 -2.723138 -1.918149
P 0.607304 2.900123 -1.845985
O -2.095927 -0.739738 0.611425
O 1.754288 -3.220780 2.847775
O -3.087029 0.538342 -1.107436
O 1.892792 -3.166571 5.062647
O -2.355218 1.289699 6.228158
O -1.505783 1.374796 1.037071
O -1.328288 -0.299079 7.416991
N -1.580170 0.301049 6.355077
N 1.388619 -2.810058 3.965035
C -2.250239 -0.224553 -0.756237
C -0.943880 -3.417853 -1.378044
C 1.766963 4.150097 -1.295801
C -0.084557 -1.278691 5.228082
C -1.502509 0.249425 1.437656
C 0.702838 3.429473 -3.588872
C 2.118504 -2.917292 -0.800083
C -0.188543 -1.343020 2.812367
C 0.983584 -2.933404 -3.681890
C -1.310581 0.418887 3.964301
C -0.940725 -0.195535 5.176127
C 0.327854 -1.844717 4.021825
C -1.012410 -0.213995 2.769741
C -0.997080 3.406702 -1.236654
C -0.280681 1.164601 -3.401106
H 1.881454 -2.346350 -3.913761
H 2.757552 3.800446 -1.580289
H -0.909980 -3.508440 -0.274138
H 2.599494 -3.870549 -0.988918
H -1.797231 3.163674 -1.941359
H 0.262330 -1.618287 6.185392
H 0.154792 -2.483121 -4.241468
H -1.104939 1.893692 -3.246809
H 1.116588 -3.978707 -3.970178
H 1.624708 5.153176 -1.698393
H -0.797554 0.437309 -4.136344
H 2.809223 -2.088007 -0.988483
H 1.843735 -2.858269 0.250476
H -0.783204 4.486166 -1.201949
H 1.516854 2.872508 -4.072661
H -1.257931 3.018898 -0.244289
H 0.877043 4.490379 -3.470247
H -1.951446 1.302054 3.947840
H -0.016726 -1.897801 1.891464
H 0.607626 1.494034 -3.957047
H -0.220543 3.282464 -4.160209
H 1.746601 4.147221 -0.205938
H -1.152517 -4.405219 -1.840662
H -1.715677 -2.600117 -1.578387

Cartesian forces (eV/Å) of the 3 atoms listed first:
-0.274 -0.843 -0.245
-0.033 2.946 -0.731
0.777 -0.375 0.656

(4)
2 unconnected molecules or ions with the total composition C15H24IN3O5. Source: the Open Molecules 2025 dataset; level of theory: wB97M-V/def2-TZVPD.

Summary:
HOMO-LUMO gap = 7.0376 eV
charge = 0
energy = -38747.775 eV
relative energy (zero: lowest compared OMol25 entry of this formula, charge and spin) = 0.512 eV
molecular weight = 453.28 g mol⁻¹

Atoms and positions in Å:
I 3.523820 0.626023 -1.533532
O 0.063304 -0.193132 3.516195
O 1.385991 -1.310031 -2.358190
O 0.185093 1.662966 -3.509777
O 1.938118 0.585596 -4.307091
O 1.734820 -3.096086 -1.289276
N 1.476053 -1.122725 1.403385
N 2.175263 -2.017717 -1.471902
N 0.606179 0.380373 -0.913509
C -1.735312 -0.131173 -1.833317
C 0.191194 -0.719184 4.837772
C -2.661843 -0.571344 -4.038954
C 1.422454 0.102897 -2.074273
C 3.049026 -1.077834 3.299870
C 2.203709 -0.225138 2.364227
C -0.645665 -0.388032 -0.798805
C -3.037765 1.456256 -0.260278
C 1.144756 0.872536 -3.399614
C -2.819875 0.713595 -1.571426
C 1.144807 0.612995 3.077051
C -3.784530 0.869262 -2.545597
C -1.715028 -0.755887 -3.062813
C 0.493055 1.795401 -0.574426
C -3.727536 0.260000 -3.775447
H -0.524435 2.180469 -0.644037
H -0.476782 -1.472962 -0.759637
H 2.502786 -1.937777 3.689849
H 1.056396 -0.575039 0.622762
H -4.647529 1.502099 -2.338570
H 1.120733 2.423510 -1.206977
H -2.654134 0.893278 0.598194
H -0.806147 -0.786188 5.268434
H 2.068115 -1.851621 1.002883
H -2.517740 -1.094080 -4.979000
H 0.833990 1.942379 0.467102
H 2.834519 0.395033 1.755661
H -1.080778 -0.132483 0.178030
H -0.872093 -1.413428 -3.272653
H 3.922346 -1.467279 2.772538
H -4.492507 0.405976 -4.531899
H 1.570759 1.208007 3.886819
H -4.114950 1.550696 -0.088590
H 0.606944 -1.728158 4.801307
H 3.407388 -0.486653 4.140632
H -2.570276 2.445118 -0.273848
H 0.693161 -1.559196 1.902592
H 0.718713 1.314359 2.354649
H 0.811432 -0.085678 5.473487

Cartesian forces (eV/Å) of the 3 atoms listed first:
-0.047 0.308 0.043
0.237 0.166 0.280
-0.049 0.820 0.437

(5)
A molecular structure, C15H24IrN6O3S2Si. Source: the Open Molecules 2025 dataset; level of theory: wB97M-V/def2-TZVPD.

Summary:
HOMO-LUMO gap (spin up / spin down) = 5.9651 / 5.9380 eV
charge = +1
energy = -63411.020 eV
relative energy (zero: lowest compared OMol25 entry of this formula, charge and spin) = 0.000 eV
molecular weight = 620.83 g mol⁻¹

Atoms and positions in Å:
Ir -0.317996 -0.054151 -0.292753
S -0.093099 -2.283888 -0.824596
S 3.025602 -0.345176 -0.301619
Si -3.431893 0.676435 -1.545205
O -2.109779 -0.094702 -0.893047
O 2.664226 -1.662610 -0.718490
O 3.628210 0.594537 -1.189063
N -2.547497 -3.077890 -0.071737
N 2.318715 2.570109 0.637308
N 1.499708 0.344020 0.114544
N 0.041093 1.986654 0.276077
N -2.114278 -3.090903 -2.325701
N 5.881511 -0.603309 4.813482
C 1.364334 1.721056 0.365189
C 3.877297 -0.416505 1.201085
C 3.688088 -1.514394 2.040210
C 4.349992 -1.574810 3.243164
C 0.601622 4.235554 0.650462
C -0.338796 3.251990 0.392441
C 5.397577 0.559103 2.771067
C -3.398816 -3.650382 -2.716560
C -1.743470 -2.821778 -1.091380
C -3.491199 2.471184 -1.039943
C -3.283918 0.522427 -3.399301
C 4.731817 0.620908 1.569558
C 1.921652 3.838758 0.782591
C 5.218731 -0.538746 3.630517
C -4.949049 -0.194652 -0.895865
H -2.661549 3.033990 -1.473077
H 6.074397 1.354488 3.056392
H 6.514332 0.122582 5.091950
H 4.873730 1.457856 0.901168
H -4.211769 -3.115184 -2.225266
H -3.470721 2.576372 0.047485
H 2.698340 4.558696 1.010174
H -3.521066 -3.520636 -3.787683
H 0.308890 5.268845 0.755195
H -1.394857 3.465850 0.302926
H -2.247793 -2.797825 0.846688
H -3.497611 -3.389751 -0.189755
H -4.415607 2.934474 -1.392461
H -3.457444 -4.713270 -2.478377
H -2.603659 1.272338 -3.806775
H 5.773380 -1.390710 5.424399
H -1.408009 -2.929486 -3.027223
H 4.215881 -2.430075 3.893130
H -5.065983 -0.054208 0.180303
H -2.900079 -0.458037 -3.686905
H -4.936218 -1.266788 -1.095144
H -5.839428 0.213871 -1.379861
H -4.254737 0.659349 -3.880939
H 3.037211 -2.321596 1.731230

Cartesian forces (eV/Å) of the 3 atoms listed first:
-0.232 0.030 0.365
0.093 -0.122 -0.127
-0.023 -0.030 0.099